Below is 2 unconnected molecules or ions with the total composition C8H11N3O, with properties calculated with ωB97M-V/def2-TZVPD.

Geometry (Å):
C (1.564, 0.123, 2.663)
C (1.616, -0.964, 1.751)
C (0.444, 0.910, 2.690)
C (0.624, -1.197, 0.864)
C (-0.599, 0.706, 1.776)
C (-0.434, -0.291, 0.712)
C (1.450, 0.087, -2.965)
C (-2.585, 0.253, -0.287)
N (0.718, -0.094, -1.734)
N (-1.376, -0.496, -0.206)
N (-0.444, -0.214, -1.875)
O (-1.196, -0.123, -2.809)
H (2.385, 0.184, 3.314)
H (2.451, -1.628, 1.776)
H (0.222, 1.635, 3.406)
H (0.687, -2.115, 0.201)
H (-1.458, 1.476, 1.889)
H (1.371, -0.673, -3.647)
H (2.465, 0.362, -2.726)
H (0.963, 0.841, -3.490)
H (-2.610, 1.254, -0.049)
H (-2.882, 0.328, -1.409)
H (-3.378, -0.364, 0.155)

Gap between HOMO and LUMO (spin up / spin down): 7.738 / 7.736 eV
E: -550.748890 Eh
HOMO (spin up / spin down): -7.97 / -7.97 eV
LUMO (spin up / spin down): -0.23 / -0.23 eV


Below is a gas-phase ion, CH4N3S (charge +1), with properties calculated with ωB97M-V/def2-TZVPD.

Geometry (Å):
C (-0.646, 0.460, 0.822)
N (1.401, -1.906, -0.281)
N (0.163, 0.221, -0.349)
N (0.606, -1.360, -0.937)
S (-1.390, 0.745, -0.852)
H (-1.039, -0.437, 1.308)
H (-0.264, 1.432, 1.252)
H (2.103, -1.283, 0.228)
H (-0.934, 2.128, -1.191)

Gap between HOMO and LUMO: 9.292 eV
E: -602.493563 Eh
HOMO: -14.49 eV
LUMO: -5.19 eV
Net charge: +1


Below is a molecular structure, C33H42GeN4O4S2Ti, with properties calculated with ωB97M-V/def2-TZVPD.

Geometry (Å):
Ti (0.387, -1.038, 0.472)
C (-2.119, -3.018, -1.816)
C (-1.080, -1.945, -2.107)
C (0.234, -2.610, -2.371)
C (-1.408, -1.091, -3.337)
O (-1.010, -1.032, -0.981)
Ge (-2.704, -0.303, -0.196)
O (-1.496, 0.004, 1.181)
C (-2.054, 0.422, 2.499)
C (-3.560, 0.242, 2.453)
C (-1.408, -0.473, 3.517)
C (-1.623, 1.875, 2.772)
O (-2.462, 1.377, -1.007)
C (-3.597, 1.995, -1.540)
C (-4.829, 1.120, -1.513)
C (-3.909, 3.340, -0.752)
C (-3.342, 2.390, -3.023)
H (-2.206, -3.665, -2.665)
H (-3.120, -2.611, -1.665)
H (-1.858, -3.568, -0.884)
H (0.055, -3.282, -3.225)
H (0.503, -3.262, -1.585)
H (1.049, -1.963, -2.575)
H (-1.433, -1.791, -4.155)
H (-0.600, -0.406, -3.461)
H (-2.284, -0.521, -3.320)
H (-3.890, -0.754, 2.104)
H (-4.094, 0.935, 1.768)
H (-3.976, 0.543, 3.399)
H (-1.607, -1.543, 3.450)
H (-1.664, -0.109, 4.530)
H (-0.305, -0.402, 3.507)
H (-1.545, 2.401, 1.829)
H (-0.588, 1.808, 3.142)
H (-2.288, 2.375, 3.453)
H (-4.930, 0.842, -0.486)
H (-4.680, 0.199, -2.076)
H (-5.740, 1.596, -1.841)
H (-3.995, 3.066, 0.307)
H (-4.918, 3.790, -1.154)
H (-3.118, 4.052, -0.950)
H (-2.822, 1.648, -3.652)
H (-2.661, 3.278, -3.018)
H (-4.241, 2.609, -3.577)
N (0.477, -5.448, 1.024)
C (0.676, -4.112, 0.905)
S (-0.375, -3.034, 1.782)
N (1.735, -3.701, 0.224)
N (1.894, -2.344, 0.013)
C (3.024, -2.209, -0.737)
C (3.435, -1.042, -1.517)
C (4.646, -1.149, -2.201)
C (5.203, -0.043, -2.783)
C (4.565, 1.183, -2.755)
C (3.352, 1.344, -2.056)
C (2.788, 0.244, -1.530)
O (1.496, 0.362, -1.064)
H (0.044, -5.823, 1.884)
H (1.350, -5.916, 0.792)
H (3.684, -3.104, -0.789)
H (5.072, -2.176, -2.173)
H (6.175, -0.073, -3.275)
H (5.008, 2.075, -3.256)
H (2.780, 2.253, -2.037)
S (2.947, 2.201, 2.797)
C (3.183, 0.598, 3.439)
C (4.001, 0.187, 4.511)
C (4.125, -1.132, 4.793)
C (3.333, -2.054, 4.136)
C (2.469, -1.720, 3.151)
C (2.443, -0.327, 2.687)
N (1.613, 0.118, 1.696)
C (1.746, 1.478, 1.571)
C (1.284, 2.233, 0.465)
C (0.985, 3.625, 0.498)
C (0.428, 4.255, -0.550)
C (0.049, 3.625, -1.701)
C (0.361, 2.251, -1.869)
C (1.020, 1.644, -0.813)
H (4.606, 0.907, 5.011)
H (4.856, -1.527, 5.519)
H (3.544, -3.034, 4.475)
H (1.817, -2.432, 2.663)
H (1.125, 4.156, 1.420)
H (0.304, 5.320, -0.512)
H (-0.442, 4.108, -2.497)
H (0.108, 1.714, -2.794)

Gap between HOMO and LUMO (spin up / spin down): 5.155 / 7.208 eV
E: -5525.567278 Eh
2S+1: 4
HOMO (spin up / spin down): -2.52 / -4.58 eV
LUMO (spin up / spin down): 2.64 / 2.63 eV
Net charge: -1
<S²>: 3.81


Below is a molecular structure, C12H24BNO5Yb, with properties calculated with ωB97M-V/def2-TZVPD.

Geometry (Å):
C (1.975, 2.552, 1.132)
C (0.955, 3.607, 0.421)
C (-0.327, 2.744, -0.110)
C (-0.120, 2.201, -1.601)
N (-1.003, 1.098, -2.048)
C (-1.155, -0.034, -1.123)
B (-2.654, 0.045, -0.466)
O (-3.171, 1.277, 0.125)
O (-3.606, -1.078, -0.464)
C (-3.968, -1.394, 0.892)
O (-1.322, -1.241, -1.986)
C (-0.888, -2.393, -1.225)
O (-0.782, -3.565, -1.603)
O (-0.594, -1.878, 0.109)
C (0.053, -0.598, -0.253)
C (1.494, -0.827, -0.902)
C (2.540, -1.641, 0.015)
C (2.238, -3.209, 0.149)
C (2.834, -0.919, 1.449)
H (1.344, 1.885, 1.822)
H (2.450, 1.949, 0.279)
H (2.765, 3.128, 1.720)
H (1.436, 4.159, -0.451)
H (0.648, 4.348, 1.247)
H (-0.508, 1.951, 0.688)
H (-1.221, 3.470, -0.084)
H (-0.350, 3.097, -2.297)
H (1.008, 2.009, -1.760)
H (-1.911, 1.420, -2.408)
H (-2.924, 1.331, 1.075)
H (-3.061, -1.218, 1.580)
H (-4.258, -2.520, 0.897)
H (-4.878, -0.733, 1.180)
H (0.282, -0.110, 0.763)
H (1.962, 0.224, -1.032)
H (1.476, -1.268, -1.966)
H (3.553, -1.566, -0.543)
H (2.012, -3.721, -0.844)
H (1.326, -3.392, 0.836)
H (3.117, -3.729, 0.677)
H (3.575, -1.622, 1.981)
H (3.419, 0.037, 1.178)
H (1.889, -0.715, 2.049)
Yb (-5.655, -3.163, 0.903)

Gap between HOMO and LUMO: 3.427 eV
E: -2085.309753 Eh
HOMO: -14.01 eV
LUMO: -10.58 eV
Net charge: +2


no.,M (g/mol)
1,165.196
2,90.131
3,743.334
4,446.178